{"formula": "C17H25N3O4S", "method": "wB97M-V/def2-TZVPD", "species": ["O", "O", "O", "N", "O", "C", "C", "C", "C", "C", "C", "C", "C", "N", "N", "C", "C", "C", "C", "C", "C", "C", "C", "C", "S", "H", "H", "H", "H", "H", "H", "H", "H", "H", "H", "H", "H", "H", "H", "H", "H", "H", "H", "H", "H", "H", "H", "H", "H", "H"], "coordinates": [[0.1903, -3.5850, 2.4906], [2.5077, -1.8917, 3.5747], [-5.3794, 1.6467, -2.4913], [-5.7483, 0.2899, -0.2009], [-3.5304, -0.7355, 0.6460], [0.8541, -2.6639, 2.0244], [1.8317, -1.8055, 2.5504], [-0.9250, 1.0100, -2.1806], [-0.4211, 0.3330, -1.0542], [-2.3179, 1.0987, -2.3433], [-2.6917, -0.2394, -0.3225], [-1.2971, -0.3274, -0.1473], [-3.1924, 0.4179, -1.4489], [-0.7760, -1.1283, 0.8833], [2.9686, -0.7355, 0.4604], [-6.4003, 1.5332, 0.2295], [3.7165, 1.7245, -1.5350], [5.4718, -0.8723, 2.3943], [0.5855, -1.7044, 0.8730], [1.7707, -0.7581, 1.4045], [3.6297, 1.6271, -0.0002], [4.6244, 0.3758, 1.9891], [4.0810, 0.2593, 0.5689], [-5.2401, -1.0831, -2.6990], [-4.9968, 0.4394, -1.7637], [-4.4315, -0.3608, 0.5212], [-0.2450, 1.4204, -2.9417], [0.6526, 0.2311, -1.0041], [-2.7159, 1.5195, -3.2288], [-1.5205, -1.5418, 1.4775], [3.3358, -1.6707, 0.2388], [-7.2226, 1.7579, -0.4478], [-6.7856, 1.3339, 1.2088], [-5.7022, 2.3753, 0.2747], [4.7317, 1.6280, -1.8812], [3.3972, 2.7013, -1.8784], [3.1021, 0.9229, -1.9707], [5.8555, -0.6637, 3.3833], [6.2695, -1.0617, 1.6889], [4.8487, -1.7412, 2.4355], [0.8210, -2.1605, -0.0994], [1.4285, 0.2139, 1.6262], [4.2392, 2.4552, 0.3621], [2.6032, 1.8596, 0.3322], [3.7969, 0.5897, 2.6675], [5.3011, 1.2512, 2.0314], [4.8510, -0.1507, -0.1223], [-4.8095, -0.9768, -3.6865], [-6.3176, -1.2406, -2.7706], [-4.7992, -1.9169, -2.1187]], "forces_ev_per_angstrom": [[1.6, 1.5, -1.0], [-1.3, 0.2, -1.9], [0.4, -1.1, -0.3], [1.8, -0.8, -3.5], [2.6, -0.7, -0.4], [-5.1, -3.0, -0.3], [5.6, 2.4, 4.2], [-1.0, -0.1, 0.5], [-1.2, -0.5, -0.5], [0.5, -1.4, 0.6], [-1.4, 0.3, 0.8], [1.9, -0.2, -0.5], [0.4, 0.7, -0.7], [-0.5, -0.3, 0.6], [-1.0, -0.4, 0.3], [0.6, -0.1, -1.2], [-0.7, -0.6, 0.6], [-1.1, 1.4, 0.1], [-1.2, 1.1, -1.3], [1.0, -2.4, -1.7], [-0.1, 0.2, -0.4], [1.3, -0.2, -0.5], [-0.7, 0.0, -0.1], [-0.4, -0.2, 0.9], [-0.9, 1.2, 4.0], [-1.1, 0.4, -0.3], [-0.4, -0.1, 0.5], [0.1, -0.1, 0.5], [-0.4, 0.6, -0.6], [1.1, 0.1, -0.6], [-0.5, 0.6, 0.4], [-0.1, 0.4, 0.2], [-0.2, -0.1, 0.5], [-0.2, 0.1, 0.1], [0.5, -0.3, 0.0], [-0.4, 0.1, -0.1], [0.2, 0.3, -0.2], [0.3, -0.3, 0.2], [0.3, 0.2, -0.1], [-0.3, -0.6, 0.2], [0.0, 0.2, -0.1], [-0.2, 1.1, 0.4], [0.2, -0.2, 0.5], [0.2, -0.2, -0.1], [0.1, -0.2, 0.2], [-0.3, -0.3, 0.0], [-0.3, 0.3, 0.5], [0.3, 0.1, 0.0], [0.1, 0.1, 0.0], [-0.1, 0.6, -0.3]], "e_homo_ha": -0.2966, "homo_lumo_gap_ev": 6.4, "charge": 0, "molar_mass_g_mol": 367.47, "e_lumo_ev": -1.691, "relative_energy_kcal_mol": 163.31, "max_force_ev_per_a": 7.44}